Computed, not measured: a molecular structure, C25H23AsBr2Cl3CrN4O2Se in a non-equilibrium geometry, with wB97M-V/def2-TZVPD.

Computed properties:
Frontier orbital gap (spin up / spin down), eV: 5.85 / 6.97
LUMO energy (spin up / spin down), hartree: 0.08471 / 0.08419
2S+1: 5
Net charge: -1
Relative energy (zero: lowest compared OMol25 entry of this formula, charge and spin), eV: 0.000
DFT total energy, eV: -368616.979

Geometry (Å):
1 H 2.124 -1.135 -1.969
2 C 2.832 4.434 0.579
3 H 3.806 -0.760 0.892
4 C 0.624 -4.228 0.925
5 C -0.194 -0.155 -4.343
6 H -0.320 -1.934 4.909
7 H 2.421 0.088 0.345
8 Cl 3.159 6.761 -0.757
9 H 0.000 0.955 4.884
10 C -3.674 -1.229 -3.582
11 H 0.543 0.198 -5.084
12 N 2.817 -0.794 0.744
13 N 0.808 -1.852 0.438
14 C -2.465 -0.220 3.300
15 N -0.416 -0.538 -1.976
16 O 1.205 1.295 -0.260
17 H -2.923 0.700 3.003
18 C 0.024 -1.785 3.863
19 H -5.499 -1.566 -2.546
20 Cr -0.350 0.048 0.162
21 O -2.028 -0.952 0.162
22 H -3.034 -1.014 2.731
23 C 2.124 -1.923 0.769
24 H 3.854 -3.076 1.309
25 C 1.839 -0.379 -2.740
26 H -1.952 -0.435 -5.643
27 C 1.599 4.683 -1.542
28 C 2.786 -3.135 1.162
29 C -2.515 -0.987 -1.005
30 H 1.294 5.324 -2.358
31 C 0.095 -3.012 0.562
32 H 3.488 4.842 1.370
33 H -0.922 -2.901 0.179
34 Br -4.925 -1.875 0.293
35 H 1.123 -1.768 3.932
36 H -0.055 -5.050 0.909
37 C -1.764 -0.740 -2.239
38 C 1.107 3.414 -1.377
39 C -2.066 2.763 0.851
40 Cl 0.203 2.853 -2.727
41 C 2.001 -4.242 1.371
42 H -0.291 -2.645 3.280
43 C 0.362 -0.290 -3.054
44 H -0.156 2.245 3.610
45 H 2.284 0.587 -2.476
46 As -0.596 -0.212 2.857
47 Se -3.102 4.229 1.044
48 C -2.319 -0.837 -3.572
49 H 2.437 -5.223 1.679
50 C -1.515 -0.456 -4.636
51 C 2.333 3.140 0.656
52 H -2.613 -0.415 4.393
53 Br -4.472 -1.726 -5.229
54 C 2.495 5.189 -0.566
55 C 1.466 2.586 -0.312
56 N -1.375 1.847 0.610
57 C 0.232 1.284 3.880
58 C -3.880 -1.390 -1.178
59 H 2.314 -0.579 -3.717
60 Cl 2.740 2.220 2.051
61 C -4.412 -1.429 -2.447
62 H 1.291 1.205 3.630